i) C5H14N3O | ωB97M-V/def2-TZVPD

Geometry as XYZ:
```
23
Properties=species:S:1:pos:R:3:nbo_charge:R:1
O -1.1581 1.6978 -0.5650 -0.5396
N -2.4876 -0.2749 0.7234 -0.4928
N 1.9037 0.0438 0.2346 -0.3989
N -0.0932 0.7913 -0.6288 -0.3214
C -2.4681 -1.4025 -0.1768 -0.4593
C 3.2113 0.3725 0.7734 -0.4269
C -2.8232 0.8983 0.3202 0.1236
C 0.9757 1.0019 0.0764 0.2721
C 1.9893 -1.1393 -0.6799 -0.4456
H -3.4697 -1.3206 -0.7084 0.2225
H -1.8592 -0.3203 1.5292 0.4295
H 1.3534 1.8642 0.6001 0.1957
H 3.6108 1.1516 0.1354 0.2094
H -1.7065 -1.3087 -1.0066 0.2478
H 1.2682 -0.9835 -1.5209 0.2351
H 2.9587 -1.1973 -1.2164 0.2229
H -2.7778 1.6211 1.1936 0.2441
H -3.3982 1.1025 -0.6579 0.2416
H -1.4707 1.8913 -1.5299 0.5055
H 1.8015 -2.1604 -0.0406 0.2218
H 3.8133 -0.5960 0.8192 0.2379
H -2.3720 -2.4760 0.4043 0.2554
H 3.1983 0.7432 1.9214 0.2196
```

multiplicity	1
molar mass	132.187	g mol⁻¹
frontier orbital gap	8.82	eV
E_HOMO	-0.450	Ha
charge	+1

=====

ii) C5H14N3O | ωB97M-V/def2-TZVPD

Geometry as XYZ:
```
23
Properties=species:S:1:pos:R:3:nbo_charge:R:1
O 3.0482 2.3980 -0.3614 -0.3589
N 1.0806 1.3831 -0.2875 -0.4959
N 2.3240 1.4767 0.0016 0.2122
N -0.2842 -1.0746 0.0990 -0.3285
C -1.0135 0.9372 1.2911 -0.7216
C -0.2285 -1.7854 -1.2408 -0.4092
C 0.6810 -1.6369 1.1307 -0.4536
C -1.6359 0.6288 -0.9917 -0.7222
C -0.8029 0.1862 0.0890 0.5178
H 0.2360 -2.5399 1.6516 0.2544
H -2.6423 1.1850 -0.6260 0.2792
H 1.4899 -2.2363 0.6060 0.2380
H -1.2306 2.0153 1.1256 0.2619
H 2.9010 0.6814 0.2700 0.3882
H -1.9289 0.5912 1.8064 0.2835
H 0.7727 2.3118 -0.5315 0.3625
H 1.0543 -0.8291 1.8480 0.2352
H -1.0645 -1.4586 -1.8712 0.2215
H -1.9820 -0.1877 -1.6820 0.2526
H -1.0448 1.3450 -1.6262 0.2792
H -0.0549 -2.8478 -1.1608 0.2386
H -0.2815 0.8566 2.1829 0.2554
H 0.6067 -1.4002 -1.7228 0.2097
```

multiplicity	1
molar mass	132.187	g mol⁻¹
frontier orbital gap	10.36	eV
E_HOMO	-0.522	Ha
charge	+1

=====

i) is preferred energetically. Next in line: 6.0 kcal/mol higher.

=====

i) C5H8S | ωB97M-V/def2-TZVPD

Geometry as XYZ:
```
14
Properties=species:S:1:pos:R:3:nbo_charge:R:1
S 0.7655 0.3268 1.5030 0.6366
C 1.7343 0.4636 0.1374 -0.6890
C -0.7363 0.1893 0.4740 -0.1567
C -1.9181 0.1376 1.0396 -0.3519
C 1.1247 -0.2420 -1.0329 -0.4218
C -0.3519 0.1723 -0.9682 -0.4518
H -1.0027 -0.4965 -1.5341 0.2281
H 0.4520 -1.0387 2.0551 -0.0554
H 2.7967 0.4390 0.3067 0.2218
H 1.5984 0.0850 -1.9599 0.2218
H 1.2016 -1.3392 -0.9855 0.1851
H -3.0597 -0.0476 0.2501 0.1899
H -0.4629 1.1846 -1.3698 0.2312
H -2.1416 0.1660 2.0846 0.2121
```

multiplicity	1
molar mass	100.186	g mol⁻¹
frontier orbital gap	8.10	eV
E_HOMO	-0.272	Ha
charge	0

=====

ii) C5H8S | ωB97M-V/def2-TZVPD

Geometry as XYZ:
```
14
Properties=species:S:1:pos:R:3:nbo_charge:R:1
S 1.1848 0.7713 -1.5270 -0.0079
C 1.7314 0.1230 1.8971 -0.2157
C -0.3061 -1.5077 -1.2447 -0.4442
C -1.4855 0.4396 -0.6742 -0.6601
C -0.3225 -0.1838 -1.2208 -0.0921
C 1.3057 0.3746 3.0170 -0.2565
H -1.1875 -2.0663 -1.1229 0.1948
H -2.3264 -0.0579 -1.0779 0.2312
H 0.5109 1.9783 -1.0889 0.1442
H 1.8946 -0.2709 0.9501 0.2321
H 0.5319 -2.0989 -1.4676 0.1956
H -1.4293 0.2575 0.3908 0.2383
H -1.4610 1.5184 -0.8489 0.2077
H 1.3591 0.7227 4.0179 0.2327
```

multiplicity	1
structure (SMILES)	C=C(C)S.C#C
molar mass	100.186	g mol⁻¹
frontier orbital gap	9.42	eV
E_HOMO	-0.318	Ha
charge	0

=====

ii) is preferred energetically. Next in line: 14.3 kcal/mol higher.

=====

i) C5H8S | ωB97M-V/def2-TZVPD

Geometry as XYZ:
```
14
Properties=species:S:1:pos:R:3:nbo_charge:R:1
S -2.3615 -0.6620 -0.1251 0.0155
C -1.2168 0.3996 0.4555 -0.2039
C 1.1842 0.8529 0.0097 -0.1957
C 3.0968 -0.7413 -0.0788 -0.6425
C -0.2739 1.2834 -0.2615 -0.5275
C 1.6466 -0.4094 0.1269 -0.1662
H -0.4054 1.3641 -1.3531 0.2356
H -1.1167 0.5704 1.5342 0.1851
H -0.4208 2.3150 0.1458 0.2318
H 3.1952 -1.6206 -0.6978 0.2243
H 0.9284 -1.2655 0.3479 0.2091
H 3.6177 0.1297 -0.5528 0.2143
H 3.5430 -0.9392 0.8704 0.2172
H 1.8213 1.7277 0.1963 0.2030
```

multiplicity	1
structure (SMILES)	C/C=C/CC=S
molar mass	100.186	g mol⁻¹
frontier orbital gap	8.49	eV
E_HOMO	-0.319	Ha
charge	0

=====

ii) C5H8S | ωB97M-V/def2-TZVPD

Geometry as XYZ:
```
14
Properties=species:S:1:pos:R:3:nbo_charge:R:1
S 0.9728 0.4240 2.4169 0.0013
C -1.3714 -0.5012 1.2313 -0.6752
C 1.9557 0.2729 -0.5397 -0.2875
C 0.0843 -0.0114 1.0751 -0.0451
C -0.3924 0.1357 -1.4002 -0.6394
C 0.6254 0.1047 -0.2911 -0.1237
H 0.1287 0.2199 -2.3929 0.2235
H 2.7127 0.2954 0.2637 0.2179
H -1.4415 -1.4370 0.7098 0.2215
H 2.3998 0.5034 -1.5047 0.1975
H -1.1159 -0.6823 -1.4239 0.2220
H -1.5715 -0.6285 2.2809 0.2397
H -2.0589 0.2398 0.8093 0.2303
H -0.9279 1.0647 -1.2346 0.2172
```

multiplicity	1
structure (SMILES)	C=C(C)C(C)=S
molar mass	100.186	g mol⁻¹
frontier orbital gap	7.85	eV
E_HOMO	-0.311	Ha
charge	0

=====

ii) is preferred energetically. Next in line: 13.8 kcal/mol higher.

=====

i) C5H8S | ωB97M-V/def2-TZVPD

Geometry as XYZ:
```
14
Properties=species:S:1:pos:R:3:nbo_charge:R:1
S 0.7178 2.4716 0.3515 -0.0204
C -0.4134 0.1194 0.0571 -0.3280
C -1.8184 -1.9665 0.1449 -0.6833
C 0.7920 0.8703 -0.0658 -0.2828
C 0.6052 -2.2500 -0.6047 -0.6544
C -0.5242 -1.2445 -0.2649 0.1079
H -1.9521 -2.3554 1.3163 0.2586
H 1.4669 -1.7763 -1.0353 0.2262
H 1.7814 0.5777 -0.5110 0.2217
H -2.5269 -0.9501 -0.2117 0.2437
H 0.9350 -2.6816 0.5633 0.2361
H 0.0422 -3.2251 -1.1899 0.2299
H -1.8727 -2.9391 -0.6556 0.2182
H -1.2050 0.6330 0.5010 0.2267
```

multiplicity	1
structure (SMILES)	CC(C)=CC=S
molar mass	100.186	g mol⁻¹
frontier orbital gap	7.67	eV
E_HOMO	-0.311	Ha
charge	0

=====

ii) C5H8S | ωB97M-V/def2-TZVPD

Geometry as XYZ:
```
14
Properties=species:S:1:pos:R:3:nbo_charge:R:1
S -1.1861 -0.6280 -0.9228 0.2227
C 0.8152 1.1595 -1.1835 -0.4346
C -1.9177 -0.7875 0.7545 -0.3159
C -1.2776 -0.0730 1.6607 -0.2097
C 0.1205 0.4600 -0.2735 -0.0874
C 0.0103 0.5734 1.1988 -0.5067
H 0.4669 1.1416 -2.1581 0.2032
H 2.4245 -2.0912 -2.8801 -0.0040
H 1.6662 1.7562 -0.9170 0.2026
H -2.8583 -1.2662 0.8379 0.2278
H -1.5777 0.2136 2.7129 0.2257
H 0.8450 0.1417 1.7183 0.2376
H 0.1647 1.6414 1.4974 0.2351
H 2.3040 -2.2415 -2.0454 0.0037
```

multiplicity	1
molar mass	100.186	g mol⁻¹
frontier orbital gap	8.86	eV
E_HOMO	-0.290	Ha
charge	0

=====

ii) is preferred energetically. Next in line: 30.6 kcal/mol higher.